Entry a
DFT (the ωB97M-V functional and the def2-TZVPD basis) results for C8H11N as an isolated structure.

```
20
Properties=species:S:1:pos:R:3:nbo_charge:R:1
N -1.6365 0.5078 1.3710 -0.543
H 0.0574 -1.6524 -2.1696 0.218
H -1.7298 -0.6345 -2.0752 0.226
C -1.2463 -0.1626 -1.2128 -0.382
C 0.6184 0.5364 0.6194 -0.258
H -1.3599 0.9129 -1.5529 0.211
H 0.7636 -1.6447 0.7819 0.226
H 2.9037 0.9802 0.3149 0.230
H -2.2366 -1.3068 0.4234 0.215
C -1.4114 -0.5300 0.2666 -0.122
H 0.4604 1.6339 0.1088 0.208
H -1.5741 1.6452 0.7124 0.310
C -0.3037 0.6001 1.8760 -0.268
C 0.3191 -0.8083 -1.4093 -0.282
H -0.1369 1.4984 2.6198 0.204
C 1.8463 -0.2377 -1.2657 -0.188
C 0.0929 -0.9656 0.1082 -0.212
C 2.0838 0.1790 -0.0715 -0.201
H 2.5297 -0.3740 -2.0299 0.212
H -0.0400 -0.1773 2.5843 0.197
```

**Kohn-Sham gap**: 10.27 eV
**Highest occupied orbital energy**: -9.3 eV
**LUMO**: 1.0 eV

=====

Entry b
DFT (the ωB97M-V functional and the def2-TZVPD basis) results for C8H11N as an isolated structure.

```
20
Properties=species:S:1:pos:R:3:nbo_charge:R:1
C -0.3006 0.8842 -1.0671 -0.216
H 1.4270 -1.9355 1.0817 0.189
H 1.8757 -0.7852 2.5008 0.217
C -1.0647 2.1509 -0.9985 -0.051
H -2.7578 3.8379 -1.0733 0.277
H 0.6457 1.6839 0.4660 0.185
C 0.8941 0.8129 -0.0897 -0.088
C -1.7398 3.1289 -1.1416 -0.220
N 1.9258 0.0365 0.4266 -0.622
C -0.2403 -0.1243 -0.1169 -0.118
H -0.3805 0.5677 1.7435 0.219
C -0.3414 -0.3788 1.2603 -0.397
H -0.2498 0.2880 -2.1280 0.251
H 0.2622 -1.9357 -1.5971 0.209
H -0.9197 -1.2257 1.7235 0.212
C 1.2519 -0.8675 1.4764 -0.241
H -1.5392 -1.4828 -1.3792 0.226
H 2.3324 -0.5249 -0.5144 0.357
H -0.6309 -2.5015 0.2315 0.221
C -0.4502 -1.6290 -0.8046 -0.609
```

**Kohn-Sham gap**: 8.95 eV
**Highest occupied orbital energy**: -8.1 eV
**LUMO**: 0.9 eV

=====

Energies relative to the minimum, kcal/mol: entry a 0.0; entry b 53.5

=====

Entry a
DFT (the ωB97M-V functional and the def2-TZVPD basis) results for C2H9N5 as an isolated structure.

```
16
Properties=species:S:1:pos:R:3:nbo_charge:R:1
H -0.0536 2.5895 -0.4725 0.426
H -2.2309 -0.6841 2.2676 0.294
C 0.8874 -0.2617 -1.1223 0.704
H -1.2829 1.8267 -1.2517 0.422
H -0.7964 0.6642 0.7535 0.460
N -0.4340 1.6671 -0.7008 -0.654
H 1.8383 -2.0214 -1.1764 0.482
N -0.5652 -0.3111 1.1156 -0.109
H -0.8346 -1.7878 2.5435 0.280
N 1.6822 -1.1235 -1.6307 -0.706
C -1.1366 -0.7624 2.3201 -0.485
H 2.1890 -0.9734 -2.5065 0.474
N 0.1817 -1.0154 0.4777 0.074
H 0.8948 1.3574 -2.3065 0.447
H -0.8436 -0.0950 3.1416 0.296
N 0.5043 0.9310 -1.4522 -0.405
```

**Kohn-Sham gap**: 10.44 eV
**Highest occupied orbital energy**: -20.4 eV
**LUMO**: -9.9 eV
**Total charge**: +2

=====

Entry b
DFT (the ωB97M-V functional and the def2-TZVPD basis) results for an isolated ion of composition C2H9N5 and charge +2.

```
16
Properties=species:S:1:pos:R:3:nbo_charge:R:1
N -2.6704 0.4340 -0.0707 -0.651
C 0.7405 -0.7893 0.0904 0.609
H -2.5050 1.4970 -0.4703 0.459
N 0.7414 -2.1271 0.1645 -0.749
H -1.8093 -1.3673 0.3702 0.251
N -0.4046 -0.0792 -0.3079 -0.569
N 1.8587 -0.1666 0.0772 -0.365
H -3.5624 0.1372 0.2398 0.468
H -0.2594 0.7707 -0.8088 0.412
H 2.5703 1.5289 0.8546 0.471
C -1.6254 -0.3393 0.0650 0.419
H 2.7181 1.3026 -0.8008 0.473
H 1.2430 1.8109 -0.2075 0.395
H 0.0702 -2.7972 -0.1874 0.437
H 1.5818 -2.6228 0.1241 0.449
N 2.0695 1.1805 0.0288 -0.510
```

**Kohn-Sham gap**: 10.30 eV
**Highest occupied orbital energy**: -18.6 eV
**LUMO**: -8.3 eV
**Total charge**: +2

=====

Energies relative to the minimum, kcal/mol: entry a 56.1; entry b 0.0

=====

Entry a
DFT (the ωB97M-V functional and the def2-TZVPD basis) results for one molecule with the formula C4H6.

```
10
Properties=species:S:1:pos:R:3:nbo_charge:R:1
H -0.3290 -1.3775 0.9014 0.211
C 0.5186 -0.4599 -1.6750 -0.377
H 1.2116 0.9797 -0.3190 0.202
H -0.7042 1.6706 1.3721 0.196
H 1.0690 -0.1440 -2.5483 0.201
C 0.5800 0.1169 -0.4850 -0.217
H -0.0997 -1.3441 -1.8055 0.187
C -0.7295 0.5896 1.4924 -0.370
H -1.3199 0.2964 2.3651 0.193
C -0.1968 -0.3278 0.7018 -0.226
```

**Kohn-Sham gap**: 10.44 eV
**Highest occupied orbital energy**: -9.2 eV
**LUMO**: 1.2 eV

=====

Entry b
DFT (the ωB97M-V functional and the def2-TZVPD basis) results for one molecule with the formula C4H6.

```
10
Properties=species:S:1:pos:R:3:nbo_charge:R:1
C 1.6931 -1.0666 -0.4929 -0.535
H -0.3901 1.6333 -0.5768 0.219
C -1.1389 1.0839 0.0013 -0.618
H -2.0240 0.9265 -0.6163 0.212
H 1.4292 -2.0777 -0.7562 0.234
H 2.7061 -0.7096 -0.3336 0.226
C 0.6332 -0.5684 0.0684 0.131
H -0.9760 -0.7453 1.3288 0.224
H -1.4100 1.7058 0.8600 0.217
C -0.5226 -0.1819 0.5173 -0.309
```

**Kohn-Sham gap**: 9.87 eV
**Highest occupied orbital energy**: -8.8 eV
**LUMO**: 1.0 eV

=====

Entry c
DFT (the ωB97M-V functional and the def2-TZVPD basis) results for one molecule with the formula C4H6.

```
10
Properties=species:S:1:pos:R:3:nbo_charge:R:1
H -0.5228 0.6535 -1.7375 0.363
H 0.9407 1.4252 -0.3861 0.218
C 0.4305 0.5029 -0.0878 -0.271
C -0.7302 0.1195 -0.6265 -0.350
H 0.2846 -1.0766 1.3774 0.215
H -2.1994 -0.9690 -1.7142 0.170
H 0.9364 0.4380 1.9865 0.216
H 1.9307 -0.5994 0.9749 0.215
C 0.9157 -0.2184 1.1104 -0.634
C -1.9861 -0.2757 -0.8971 -0.142
```

**Kohn-Sham gap**: 7.54 eV
**Highest occupied orbital energy**: -7.8 eV
**LUMO**: -0.3 eV

=====

Energies relative to the minimum, kcal/mol: entry a 0.0; entry b 18.9; entry c 90.2

=====

Entry a
DFT (the ωB97M-V functional and the def2-TZVPD basis) results for one molecule with the formula C4H12N4O.

```
21
Properties=species:S:1:pos:R:3:nbo_charge:R:1
C -2.5680 0.1096 -0.2739 -0.235
C 0.3636 -0.6674 0.5587 -0.363
H 2.6605 1.3249 -0.6768 0.384
N 2.8118 -0.9240 0.3174 -0.724
H -2.5552 0.0924 1.9929 0.362
H 2.6152 -1.6784 0.8529 0.317
N 1.8532 1.0949 -0.0808 -0.315
H -3.7018 -0.1293 -0.4229 0.208
C 1.7370 -0.1710 0.3747 0.395
N -0.2133 -0.6946 -0.7661 -0.627
H -2.2039 0.9958 -0.9144 0.216
H 0.5946 -1.7188 1.0000 0.175
H -2.4472 1.6235 1.4468 0.383
C -1.6591 -1.0436 -0.6827 -0.240
H -1.9004 -1.2849 -1.6961 0.211
N -2.1300 0.6288 1.1770 -0.885
H -1.7594 -1.9931 -0.0429 0.178
O 0.6489 1.6771 -0.6283 -0.589
H 0.2664 0.8661 -0.9654 0.473
H 0.1612 -1.5325 -1.1522 0.374
H -0.4141 -0.0841 1.2110 0.302
```

**Kohn-Sham gap**: 9.26 eV
**Highest occupied orbital energy**: -8.5 eV
**LUMO**: 0.8 eV

=====

Entry b
DFT (the ωB97M-V functional and the def2-TZVPD basis) results for a 2-piece molecular cluster, C4H12N4O overall.

```
21
Properties=species:S:1:pos:R:3:nbo_charge:R:1
C -1.7916 -1.4092 -1.1931 -0.692
C -0.3355 -1.1134 -1.3756 0.185
H -2.3877 -0.8219 -1.8952 0.225
N 2.1397 0.2199 1.0302 -0.849
H -0.9172 0.2289 2.4239 0.227
N 0.1915 -1.0041 -2.5395 -0.671
C 0.7359 0.1918 1.0795 0.289
H 0.6800 -0.3672 3.1325 0.200
H 2.4642 -0.2629 0.1962 0.379
H -1.5170 1.8317 -0.6490 0.371
H 0.2997 -1.3408 -0.3632 0.125
H 1.7167 1.7813 -0.2341 0.473
H -0.9672 2.4344 0.7662 0.334
N 0.0738 0.9374 0.0200 -0.043
H -2.0897 -1.1783 -0.1690 0.223
H 2.5660 -0.1443 1.8762 0.397
H 1.1917 -0.8026 -2.4748 0.331
O 0.9159 1.6966 -0.7977 -0.574
H -1.9646 -2.4709 -1.3776 0.233
C 0.1366 0.0258 2.2830 -0.532
N -1.1413 1.5678 0.2610 -0.630
```

**Kohn-Sham gap**: 8.82 eV
**Highest occupied orbital energy**: -8.1 eV
**LUMO**: 0.7 eV

=====

Energies relative to the minimum, kcal/mol: entry a 0.0; entry b 14.4